13
Properties=species:S:1:pos:R:3 method="wB97M-V/def2-TZVPD" lumo_energy_ev=-1.516 homo_lumo_gap_ev=7.8 total_energy_ev=-50741.316
N -0.494 -1.208 0.824
C 1.143 1.978 1.381
Cl 0.495 3.606 1.594
N 0.763 0.699 -0.761
O -2.295 -3.538 -0.342
Cl 0.754 0.928 2.585
C 0.611 1.545 0.058
Cl 2.953 1.996 1.130
C -1.248 -1.645 0.082
H 1.370 0.026 -2.378
N 0.668 -0.045 -1.713
N -2.116 -2.389 -0.742
O -2.603 -1.953 -1.718

***

7
Properties=species:S:1:pos:R:3 method="wB97M-V/def2-TZVPD" lumo_energy_ev=0.335 smiles=C#CC(F)(F)Cl homo_lumo_gap_ev=11.1 total_energy_ev=-21080.858
F -1.350 -1.071 -1.122
C 1.643 0.461 -0.192
H 2.570 1.323 0.011
C 0.608 -0.149 -0.005
C -0.799 -0.551 0.009
Cl -1.740 1.040 0.074
F -0.933 -1.054 1.225

***

7
Properties=species:S:1:pos:R:3 method="wB97M-V/def2-TZVPD" lumo_energy_ev="0.524 / -4.454" homo_lumo_gap_ev="6.7 / 5.6" total_energy_ev=-25231.818 spin_multiplicity=3 s_squared=2.007
C -3.146 0.046 -1.352
Cl -0.734 -2.029 1.693
C -0.712 -2.278 0.096
N -2.451 -0.303 -2.166
C -0.670 -2.180 -1.083
H -0.971 -2.335 -1.978
I -4.208 0.537 0.246

***

8
Properties=species:S:1:pos:R:3 method="wB97M-V/def2-TZVPD" total_charge=+1 lumo_energy_ev="-5.065 / -5.368" homo_lumo_gap_ev="8.5 / 9.3" total_energy_ev=-38346.879 spin_multiplicity=6 s_squared=8.756
C -1.257 0.505 0.148
Cr 2.840 0.064 -0.251
C -1.188 -0.869 0.309
F -2.140 1.138 -0.627
O 0.171 -1.148 0.337
H -1.833 -0.391 1.331
O 0.010 1.027 0.063
C 0.883 -0.032 0.024

***

5
Properties=species:S:1:pos:R:3 method="wB97M-V/def2-TZVPD" lumo_energy_ev="0.788 / -3.288" homo_lumo_gap_ev="9.6 / 7.9" total_energy_ev=-5837.404 spin_multiplicity=3 s_squared=2.065
H -1.577 0.105 -0.102
C 0.701 0.528 0.036
C -0.485 -0.065 -0.049
C 1.878 0.900 0.080
F -0.517 -1.468 0.035

***

8
Properties=species:S:1:pos:R:3 method="wB97M-V/def2-TZVPD" lumo_energy_ev=0.535 smiles="FC#CF.O=CF" homo_lumo_gap_ev=10.7 total_energy_ev=-13322.584
H 0.290 -0.753 0.891
C -0.360 3.556 -1.314
C 0.017 -0.112 0.092
F 0.475 4.292 -0.659
C -1.517 3.303 -1.568
O -0.233 1.027 0.010
F 0.194 -0.912 -0.992
F -2.548 2.755 -2.164

***

8
Properties=species:S:1:pos:R:3 method="wB97M-V/def2-TZVPD" lumo_energy_ev="-0.252 / -0.867" homo_lumo_gap_ev="9.6 / 8.8" total_energy_ev=-13319.296
C -1.095 -0.432 -0.090
C 1.392 0.450 -0.083
F 1.174 1.453 -0.885
O -2.089 -0.407 0.941
C -2.560 -0.088 -0.204
F 2.268 -0.402 -0.526
H -0.579 -1.461 -0.344
F 1.490 0.887 1.190

***

8
Properties=species:S:1:pos:R:3 method="wB97M-V/def2-TZVPD" lumo_energy_ev=0.597 smiles="O=C(F)F.C#CF" homo_lumo_gap_ev=11.4 total_energy_ev=-13324.121
C 1.513 -1.186 1.516
C 1.540 -0.039 1.257
H 1.587 1.026 1.353
C -1.528 0.712 -1.569
F -1.771 0.897 -0.296
O -1.266 1.568 -2.293
F -1.510 -0.567 -1.820
F 1.434 -2.411 1.853

***

8
Properties=species:S:1:pos:R:3 method="wB97M-V/def2-TZVPD" lumo_energy_ev="0.925 / -3.097" homo_lumo_gap_ev="7.2 / 7.1" total_energy_ev=-13318.456 spin_multiplicity=3 s_squared=2.011
O 0.706 -0.603 -0.981
H 2.785 -0.658 -1.449
C -1.610 -0.117 0.634
C 1.878 -0.490 -0.782
F -2.380 2.195 0.453
F 2.386 0.096 0.364
C -2.189 0.944 0.725
F -1.575 -1.367 1.035

***

8
Properties=species:S:1:pos:R:3 method="wB97M-V/def2-TZVPD" lumo_energy_ev="-0.668 / -2.688" homo_lumo_gap_ev="8.7 / 6.2" total_energy_ev=-22109.842
F -0.035 0.921 2.745
C 0.544 0.319 1.714
F 1.539 1.175 1.328
F 0.915 -0.916 1.998
C -1.127 -0.283 -1.662
S -1.888 0.585 -0.502
C -0.290 -0.738 -2.425
H 0.343 -1.062 -3.196

***

16
Properties=species:S:1:pos:R:3 method="wB97M-V/def2-TZVPD" total_charge=-1 lumo_energy_ev="2.876 / 1.151" homo_lumo_gap_ev="7.5 / 6.0" total_energy_ev=-67160.895 spin_multiplicity=5 s_squared=6.025
O 0.072 0.155 -1.557
S -2.117 -1.459 2.792
S -2.633 1.773 0.202
S -3.666 1.045 -1.260
H 0.741 0.742 2.457
C 0.925 -0.578 -1.054
S -2.508 -1.763 0.909
F 1.599 -1.850 -2.995
O 0.974 -0.989 0.115
Rh -1.080 0.148 0.646
F -0.755 2.032 2.761
F 0.668 2.248 1.145
C -0.003 1.318 1.874
F 3.034 -1.747 -1.393
C 2.067 -1.052 -2.015
F 2.683 -0.025 -2.628

***

14
Properties=species:S:1:pos:R:3 method="wB97M-V/def2-TZVPD" lumo_energy_ev="-1.321 / -1.366" homo_lumo_gap_ev="8.8 / 7.6" total_energy_ev=-36201.243
F 3.001 1.848 -0.495
C -1.198 -0.018 0.672
C -2.236 -0.688 -0.204
P 1.037 0.061 -1.359
F -3.266 -1.282 0.410
F -0.845 -0.900 1.669
O 1.833 -1.253 -1.031
F 2.201 0.492 0.956
F -1.572 -1.684 -0.828
C 1.881 1.226 -0.096
H 2.298 -1.384 -0.164
F -1.536 1.148 1.214
F 1.139 2.252 0.418
F -2.736 0.183 -1.162

***

9
Properties=species:S:1:pos:R:3 method="wB97M-V/def2-TZVPD" lumo_energy_ev="0.187 / -3.627" homo_lumo_gap_ev="7.6 / 7.0" total_energy_ev=-16156.963 spin_multiplicity=3 s_squared=2.012
O -0.827 -0.350 0.808
O -2.838 0.694 1.066
Hg 2.275 -2.046 -0.140
C 0.219 -0.263 -0.045
C -1.786 0.587 0.547
C -0.131 0.868 -0.843
O -1.317 1.351 -0.491
F 4.013 -2.189 0.765
H 0.391 1.347 -1.667

***

8
Properties=species:S:1:pos:R:3 method="wB97M-V/def2-TZVPD" lumo_energy_ev="-1.790 / -1.891" homo_lumo_gap_ev="4.5 / 4.7" total_energy_ev=-14350.756 spin_multiplicity=2 s_squared=0.771
C 0.990 1.035 -0.568
C -0.014 1.483 0.255
Na -1.426 -3.236 -0.636
H 1.873 1.572 -0.890
F -0.150 2.864 0.224
O -0.973 0.846 0.704
C -0.239 -0.908 -1.172
O 0.763 -0.149 -1.281

***

8
Properties=species:S:1:pos:R:3 method="wB97M-V/def2-TZVPD" total_charge=+1 lumo_energy_ev="-5.886 / -7.776" homo_lumo_gap_ev="4.6 / 8.0" total_energy_ev=-43643.760 spin_multiplicity=7 s_squared=12.018
C 3.011 -0.116 -1.062
O -2.768 0.236 -0.969
H -1.777 -0.366 1.902
C -2.028 0.141 -0.057
O 3.222 -0.799 -2.009
O 0.065 0.240 1.051
Fe 1.518 0.703 0.144
C -1.242 -0.039 0.999

***

8
Properties=species:S:1:pos:R:3 method="wB97M-V/def2-TZVPD" lumo_energy_ev="-0.855 / -0.856" homo_lumo_gap_ev="8.1 / 8.1" total_energy_ev=-26151.846
C -0.567 0.410 -1.397
C 0.129 -1.447 0.070
H 1.147 1.643 -0.024
O -0.304 -0.787 -1.049
S 0.864 -0.228 1.205
O -0.058 -2.621 0.170
I -1.679 1.615 0.249
C 0.468 1.414 0.776

***

7
Properties=species:S:1:pos:R:3 method="wB97M-V/def2-TZVPD" lumo_energy_ev=-1.172 homo_lumo_gap_ev=7.1 total_energy_ev=-7422.494
O -0.536 -0.847 0.192
C 1.303 0.691 -0.111
O 0.041 1.184 -0.270
H 2.105 -1.426 0.001
Li -2.771 -0.481 0.491
C 1.542 -0.521 0.166
C -0.984 0.239 -0.264

***

8
Properties=species:S:1:pos:R:3 method="wB97M-V/def2-TZVPD" total_charge=-1 lumo_energy_ev="3.134 / 3.134" homo_lumo_gap_ev="8.4 / 8.4" total_energy_ev=-10200.547
O 0.053 -2.102 -1.230
C 0.323 -1.560 -0.190
N -2.704 1.987 -0.352
N 0.994 0.962 0.442
C 0.273 0.059 0.062
O 0.687 -1.949 0.893
C -1.668 1.493 -0.231
H 2.042 1.111 0.606

***

9
Properties=species:S:1:pos:R:3 method="wB97M-V/def2-TZVPD" total_charge=-1 lumo_energy_ev=4.001 homo_lumo_gap_ev=9.8 total_energy_ev=-12251.119
C -1.103 -0.571 -1.162
O -0.697 -1.212 2.105
N 0.832 -0.109 0.822
C -0.283 -0.599 1.175
C 1.107 0.899 -0.014
N -0.879 -0.709 -2.285
O -1.429 -0.449 0.033
O 2.193 1.135 -0.490
H 0.258 1.616 -0.183

***

8
Properties=species:S:1:pos:R:3 method="wB97M-V/def2-TZVPD" lumo_energy_ev=-0.338 smiles=N#Cc1nnco1 homo_lumo_gap_ev=10.8 total_energy_ev=-9641.831
C 0.513 0.018 0.280
O -0.408 -0.987 0.018
N -1.334 0.982 -0.084
C -1.541 -0.285 -0.039
C 2.054 -0.056 0.186
N -0.024 1.170 0.093
N 3.204 0.142 -0.202
H -2.464 -0.984 -0.250

***

9
Properties=species:S:1:pos:R:3 method="wB97M-V/def2-TZVPD" lumo_energy_ev="-3.971 / -2.108" homo_lumo_gap_ev="8.1 / 9.3" total_energy_ev=-11683.826
N 0.691 -0.703 -0.934
O 1.911 -0.395 -1.010
N 1.037 2.197 1.045
C -0.906 -0.684 0.863
N -1.624 -1.191 1.615
C 0.587 1.241 0.573
C -0.027 0.065 0.091
O 0.153 -1.591 -1.548
H -1.822 1.062 -0.695

***

10
Properties=species:S:1:pos:R:3 method="wB97M-V/def2-TZVPD" lumo_energy_ev=-2.108 homo_lumo_gap_ev=6.9 total_energy_ev=-22521.526
C -0.987 1.039 0.603
N -0.652 0.066 -1.480
H -0.540 -0.832 1.354
O -1.636 1.708 1.332
O 2.475 -0.172 0.693
C 1.344 -0.006 0.835
N -1.260 0.803 -0.714
N 0.220 -0.738 -1.435
S 0.924 -1.870 -2.186
C 0.110 0.003 0.998

***

9
Properties=species:S:1:pos:R:3 method="wB97M-V/def2-TZVPD" lumo_energy_ev=-2.198 smiles=N#Cc1cnnnn1 homo_lumo_gap_ev=7.8 total_energy_ev=-10570.630
N -0.106 -1.428 -0.055
C -0.273 0.961 0.025
C 0.438 -0.101 0.272
H 0.054 2.111 0.330
N 3.098 -0.387 -0.241
C 1.888 -0.054 0.018
N -1.638 0.800 -0.262
N -1.246 -1.481 0.012
N -2.214 -0.421 -0.097

***

6
Properties=species:S:1:pos:R:3 method="wB97M-V/def2-TZVPD" lumo_energy_ev="-0.320 / -0.255" homo_lumo_gap_ev="8.3 / 8.4" total_energy_ev=-6653.522
H 2.021 -0.464 0.121
C 0.366 1.275 0.050
C -0.242 -0.370 -0.076
C 1.052 0.061 -0.065
N -1.831 0.363 0.000
O -1.365 -0.864 -0.031

***

6
Properties=species:S:1:pos:R:3 method="wB97M-V/def2-TZVPD" lumo_energy_ev=-0.215 smiles="N#CC=C=O" homo_lumo_gap_ev=9.8 total_energy_ev=-6662.818
H -0.477 -1.525 -0.770
C -0.718 0.618 -0.463
N 1.567 0.081 1.343
C 0.797 -0.331 0.603
O -0.939 1.744 -0.386
C -0.230 -0.587 -0.328

***

9
Properties=species:S:1:pos:R:3 method="wB97M-V/def2-TZVPD" total_charge=-2 lumo_energy_ev="5.605 / 5.069" homo_lumo_gap_ev="4.2 / 6.0" total_energy_ev=-30380.004 spin_multiplicity=3 s_squared=2.010
S 2.253 2.010 1.194
O -0.980 1.230 0.974
O -2.680 -2.397 -1.662
S 1.969 -0.866 1.475
C 1.360 0.594 0.952
N -0.685 -1.193 -1.177
C -1.657 -1.764 -1.447
H 0.338 1.396 -0.714
C 0.082 0.992 0.405

***

8
Properties=species:S:1:pos:R:3 method="wB97M-V/def2-TZVPD" lumo_energy_ev=-1.769 smiles="N#CC(=O)C(=O)O" homo_lumo_gap_ev=9.3 total_energy_ev=-10754.693
C -1.000 -0.311 -0.109
H -2.904 -0.715 0.738
O 0.178 1.924 -0.218
O -0.520 -1.505 -0.576
O -2.293 0.013 0.480
C 0.345 0.755 -0.175
C 1.647 0.064 0.072
N 2.577 -0.827 0.436

***

8
Properties=species:S:1:pos:R:3 method="wB97M-V/def2-TZVPD" lumo_energy_ev="0.382 / -4.009" homo_lumo_gap_ev="7.4 / 7.6" total_energy_ev=-10753.582 spin_multiplicity=3 s_squared=2.017
O 1.688 -0.518 -1.714
O -0.507 -1.989 1.185
C 0.949 0.044 -1.011
C -0.771 -0.874 1.026
H -1.724 -0.239 1.425
C 0.254 1.211 -0.549
O -0.042 2.367 -0.520
N 0.152 -0.002 0.158

***

9
Properties=species:S:1:pos:R:3 method="wB97M-V/def2-TZVPD" total_charge=-2 lumo_energy_ev="5.679 / 5.679" smiles="[O-]NC(=S)C1=C([S-])S1" homo_lumo_gap_ev="5.2 / 5.2" total_energy_ev=-39166.778
S 2.306 0.490 -1.190
C 0.780 0.043 -0.126
O -2.049 0.886 0.981
N -1.698 0.001 0.041
H -2.365 -0.574 -0.451
S -0.670 -1.752 -1.528
C 1.793 0.573 0.580
S 2.454 0.778 2.077
C -0.552 -0.443 -0.384

***

8
Properties=species:S:1:pos:R:3 method="wB97M-V/def2-TZVPD" total_charge=-1 lumo_energy_ev=3.402 smiles="O=C([O-])[C@H]1SC1=O" homo_lumo_gap_ev=7.9 total_energy_ev=-20105.655
C -1.124 0.480 0.523
O 1.948 -0.228 0.609
O 0.881 -1.858 -0.659
S -1.729 0.378 -1.131
O -1.621 0.447 1.597
C -0.008 0.347 -0.302
H 0.526 1.232 -0.510
C 1.127 -0.797 -0.127

***

8
Properties=species:S:1:pos:R:3 method="wB97M-V/def2-TZVPD" total_charge=-1 lumo_energy_ev=3.670 homo_lumo_gap_ev=7.3 total_energy_ev=-20104.626
O 1.938 0.827 1.429
C -0.854 -0.892 -0.073
C 0.083 -0.039 -1.175
S -1.047 -0.304 1.433
O 1.237 -0.293 -1.500
C 1.007 1.265 2.008
O -0.778 0.774 -1.468
H -1.585 -1.339 -0.653

***

8
Properties=species:S:1:pos:R:3 method="wB97M-V/def2-TZVPD" total_charge=-1 lumo_energy_ev=3.535 smiles="O=COC([O-])=C=S" homo_lumo_gap_ev=6.5 total_energy_ev=-20104.122
C 0.648 1.069 0.149
C 1.398 -1.041 1.181
H 1.615 1.023 -0.379
S 1.385 -1.637 -1.609
O 0.707 0.275 1.235
O -0.198 1.768 -0.326
O 1.744 -1.498 2.284
C 1.711 -1.221 -0.090

***

8
Properties=species:S:1:pos:R:3 method="wB97M-V/def2-TZVPD" total_charge=-1 lumo_energy_ev="3.059 / 3.871" homo_lumo_gap_ev="5.0 / 8.7" total_energy_ev=-11314.222
C -2.444 0.605 0.759
C 0.689 -0.823 -0.261
O -1.334 0.595 0.238
O 1.926 0.548 -1.967
O 1.927 0.746 0.284
O 0.578 -1.624 0.605
H -2.986 -0.258 1.169
C 1.643 0.211 -0.825

***

8
Properties=species:S:1:pos:R:3 method="wB97M-V/def2-TZVPD" total_charge=-1 lumo_energy_ev=4.063 smiles="O=C=C=C([O-])OO" homo_lumo_gap_ev=8.4 total_energy_ev=-11314.936
C -1.370 -0.988 -0.536
H 0.275 -0.390 1.167
C -0.392 -0.231 -0.378
O 1.225 -0.121 1.526
O 1.373 0.941 0.657
O -2.145 -1.848 -0.720
C 0.471 0.861 -0.457
O 0.563 1.776 -1.259

***

9
Properties=species:S:1:pos:R:3 method="wB97M-V/def2-TZVPD" total_charge=-1 lumo_energy_ev="2.407 / 2.406" homo_lumo_gap_ev="5.4 / 5.4" total_energy_ev=-48515.076
H 1.996 -0.446 0.346
S -1.043 0.890 1.849
C -1.132 0.135 0.278
O 1.135 -0.914 0.653
C 0.177 -0.528 -1.486
S 0.831 1.403 2.260
C 0.093 -0.424 -0.181
S 0.397 -0.487 -3.070
S -2.452 0.371 -0.648

***

7
Properties=species:S:1:pos:R:3 method="wB97M-V/def2-TZVPD" lumo_energy_ev="-3.165 / -3.172" homo_lumo_gap_ev="6.1 / 6.1" total_energy_ev=-22289.213
C 0.740 0.419 0.917
I -1.380 -1.517 1.593
N -1.037 -0.259 -2.085
C -0.724 -0.248 -0.969
I -0.157 -4.016 1.449
C -0.373 -0.223 0.433
N 1.714 0.907 1.275

***

8
Properties=species:S:1:pos:R:3 method="wB97M-V/def2-TZVPD" lumo_energy_ev=0.236 smiles="N#CN=C=O.O=C=O" homo_lumo_gap_ev=11.5 total_energy_ev=-12233.045
C 1.427 0.768 0.107
O -1.429 0.304 1.316
C -1.556 0.428 0.194
N 1.434 -0.379 -0.231
C 0.512 -1.243 -0.487
N -0.122 -2.231 -0.455
O 1.473 1.833 0.498
O -1.738 0.519 -0.942

***

5
Properties=species:S:1:pos:R:3 method="wB97M-V/def2-TZVPD" total_charge=+1 lumo_energy_ev=-8.308 homo_lumo_gap_ev=8.6 total_energy_ev=-15417.661
C 0.642 0.341 0.567
N -1.310 0.295 -0.605
S -0.924 1.421 0.179
C 0.363 -1.292 -0.486
C 1.229 -0.765 0.344

***

5
Properties=species:S:1:pos:R:3 method="wB97M-V/def2-TZVPD" lumo_energy_ev=-1.692 homo_lumo_gap_ev=8.7 total_energy_ev=-7198.419
C -1.469 0.655 0.000
O 2.431 -0.073 0.044
O -1.468 -0.655 -0.012
C -0.194 0.024 0.015
C 1.034 -0.102 -0.080

***

6
Properties=species:S:1:pos:R:3 method="wB97M-V/def2-TZVPD" lumo_energy_ev=-2.871 homo_lumo_gap_ev=8.0 total_energy_ev=-9249.132
C -1.220 -0.064 0.029
O -2.071 -0.896 -0.087
O 2.627 -0.125 -0.088
C 1.473 -0.038 -0.014
O -1.026 1.198 -0.038
C 0.217 -0.075 0.198